C2H5O2P | ωB97M-V with the def2-TZVPD basis set

E_LUMO (alpha / beta): -1.3 / -1.3 eV
HOMO energy (alpha / beta): -9.01 / -9.01 eV
relative energy (zero: lowest compared OMol25 entry of this formula, charge and spin): 3.267 eV
charge: 0

Element x y z (Å)
C (-1.06350, 0.44054, 0.06265)
C (-0.17028, -0.52068, -0.53565)
O (2.75168, -0.15387, -0.25467)
O (-0.44040, 1.65684, -0.10081)
P (1.45573, -0.06818, 0.31664)
H (-2.08152, 0.34168, -0.31375)
H (-1.11795, 0.17579, 1.22851)
H (-0.44400, -1.55323, -0.60096)
H (-0.18350, -0.25106, -1.53504)
H (1.29374, -0.06784, 1.73308)

Forces on atoms 1 to 3 (eV/Å):
C -0.1590 1.0163 4.1548
C 1.5512 -1.8602 0.3770
O 2.6483 -0.2371 -0.7769

natural (NBO) population analysis, charges in e, atoms 1 to 6: -0.082 -0.726 -0.953 -0.732 1.751 0.197

---

C2H5O2Ru | ωB97M-V with the def2-TZVPD basis set

multiplicity: 6
E_LUMO (alpha / beta): -11.0 / -12.9 eV
HOMO energy (alpha / beta): -19.78 / -19.95 eV
expectation value of S²: 8.7637
charge: +2

Element x y z (Å)
O (0.16924, 2.61501, 0.54119)
Ru (1.86997, 2.53760, 0.07571)
C (-0.80552, -1.55065, 0.36728)
O (0.26513, -1.35252, -0.59507)
C (0.72277, -0.17278, -0.77970)
H (-0.44587, -2.27952, 1.10146)
H (-1.09637, -0.59696, 0.82246)
H (-1.65509, -1.96911, -0.18313)
H (1.57911, -0.30685, -1.47889)
H (-0.60338, 3.07580, 0.12870)

Forces on atoms 1 to 3 (eV/Å):
O -2.9126 0.2338 -0.0124
Ru 2.7041 0.5587 -0.3410
C -1.9185 -0.6847 1.2355

natural (NBO) population analysis, charges in e, atoms 1 to 6: -0.885 1.387 -0.287 -0.302 0.534 0.271

---

C2H5O2S | ωB97M-V with the def2-TZVPD basis set

E_LUMO: 4.1 eV
HOMO energy: -2.68 eV
relative energy (zero: lowest compared OMol25 entry of this formula, charge and spin): 1.860 eV
charge: -1

Element x y z (Å)
C (-0.79983, -1.33962, -0.78412)
S (0.54433, -0.31709, -1.62994)
H (-1.70355, -0.76049, -0.91399)
H (-0.84915, -2.42155, -1.16129)
H (-0.73301, -1.34998, 0.21978)
O (0.44126, 1.67204, 0.10648)
C (0.85132, 1.22771, 1.25298)
O (0.88820, 0.02874, 1.75264)
H (1.20338, 2.02464, 1.90898)
H (0.15706, 1.23560, -0.75152)

Forces on atoms 1 to 3 (eV/Å):
C 0.3174 -0.2087 -3.7527
S -0.7409 -1.6438 -0.9408
H -0.6871 -0.4017 -0.6976

natural (NBO) population analysis, charges in e, atoms 1 to 6: -0.702 -0.635 0.178 0.178 0.188 -0.737

---

Going through the records in order, we get E values of -15535.3879 -8804.8705 -17085.2802 eV.